Entry 1:
An isolated molecule of C4H7NOS, computed with the ωB97M-V functional and the def2-TZVPD basis.

Structure (XYZ):
```
14
C4H7NOS, DFT the ωB97M-V functional and the def2-TZVPD basis
C -1.35359 1.86886 -0.40406
C -1.36647 0.59831 0.00267
O -2.49532 0.05044 0.45200
N -0.25786 -0.35827 -0.03192
S -0.74242 -1.95943 -0.21851
C 1.00611 -0.03914 0.10690
C 2.06968 -1.05822 0.13591
H -2.26240 2.43221 -0.33802
H -0.47517 2.36549 -0.76609
H -2.36203 -0.92931 0.46587
H 1.23950 1.01411 0.19781
H 1.64545 -1.99895 0.48731
H 2.89199 -0.74958 0.77804
H 2.46252 -1.23653 -0.86792
```

Output
SMILES: C=C(O)/[N+]([S-])=C/C
Calculated total energy (eV): -18632.546
Energy above the lowest of the compared OMol25 structures with the same formula, charge and spin (kcal/mol): 46.2
Charge: 0

Atomic partial charges in e from the natural (NBO) method, atoms 1 to 2: C -0.514; C 0.460



Entry 2:
An isolated molecule of C3Br2O, computed with the ωB97M-V functional and the def2-TZVPD basis.

Structure (XYZ):
```
6
C3Br2O, DFT the ωB97M-V functional and the def2-TZVPD basis
O 0.87255 -1.52644 -0.00511
C 0.98273 -0.33889 -0.02445
Br 2.65681 0.74774 -0.17936
C -0.12224 0.47388 0.08387
C -1.31621 0.29122 0.14871
Br -3.07364 0.35251 -0.02366
```

Output
SMILES: O=C(Br)C#CBr
Calculated total energy (eV): -145240.183
Energy above the lowest of the compared OMol25 structures with the same formula, charge and spin (kcal/mol): 16.1
Charge: 0

Atomic partial charges in e from the natural (NBO) method, atoms 1 to 2: O -0.454; C 0.483



Entry 3:
An isolated molecule of C4H8S, computed with the ωB97M-V functional and the def2-TZVPD basis.

Structure (XYZ):
```
13
C4H8S, DFT the ωB97M-V functional and the def2-TZVPD basis
C 1.02958 -1.49079 0.13373
C 1.30066 -0.19646 -0.04847
C 0.29585 0.95171 -0.30112
C -1.08619 0.71652 0.51528
S -1.98729 -0.76152 -0.08396
H 1.95584 -2.06951 0.17167
H 0.17279 -2.07702 0.32347
H 2.31613 0.19553 -0.18658
H 0.73643 1.92954 0.05151
H -0.02761 1.05093 -1.33283
H -0.77138 0.45407 1.56471
H -1.82619 1.63327 0.48041
H -2.10865 -0.33626 -1.28783
```

Output
SMILES: C=CCCS
Calculated total energy (eV): -15111.384
Energy above the lowest of the compared OMol25 structures with the same formula, charge and spin (kcal/mol): 23.1
Charge: 0

Atomic partial charges in e from the natural (NBO) method, atoms 1 to 2: C -0.398; C -0.185



| no. | Kohn-Sham gap (eV) |
| --- | --- |
| 1 | 8.148 |
| 2 | 9.794 |
| 3 | 9.721 |